No. 1
Computed, not measured: C13H24BFN2O4 in the gas phase, with the ωB97M-V functional and the def2-TZVPD basis.

Structure (XYZ):
```
45
Properties=species:S:1:pos:R:3:mulliken_charge:R:1
O -2.81 -1.79 0.32 -0.64
F 3.84 -0.11 -1.15 -0.48
O -3.06 2.91 1.77 -0.65
O -3.20 1.12 0.22 -0.68
O -1.55 -3.51 -0.59 -0.46
B -3.08 1.54 1.52 0.64
C -1.78 -2.19 -0.27 -0.16
N -0.75 -0.43 -1.78 -0.47
N 2.86 2.08 -1.96 -0.50
C 3.28 1.66 -3.31 -0.87
C -3.02 0.49 2.77 -0.67
C -1.58 0.03 3.11 -0.94
C -0.90 -0.93 2.05 -0.94
C 0.80 -2.04 -0.67 -1.71
C 1.53 1.39 0.17 -1.41
C 2.49 -0.29 -1.31 -0.01
C 1.16 0.02 0.71 -0.12
C 1.87 -1.03 -0.15 -0.05
C -0.35 -0.32 0.70 0.05
C -0.59 -1.25 -0.55 1.07
C 1.89 1.15 -1.31 0.27
H -3.01 3.51 1.05 0.29
H -3.14 0.15 0.17 0.34
H -2.29 -4.08 -0.29 0.42
H -0.87 -1.07 -2.54 0.37
H -1.56 0.19 -1.73 0.28
H 3.72 2.10 -1.45 0.35
H 4.20 2.18 -3.61 0.35
H 2.55 2.06 -4.02 0.28
H 3.48 0.59 -3.44 0.29
H -3.64 0.90 3.59 0.49
H -3.64 -0.40 2.51 0.23
H -1.65 -0.36 4.12 0.38
H -0.98 0.93 3.23 0.31
H -0.13 -1.54 2.56 0.40
H -1.57 -1.77 1.77 0.51
H 1.00 -2.35 -1.71 0.52
H 0.86 -2.92 -0.07 0.41
H 0.62 2.04 0.30 0.28
H 2.35 1.85 0.77 0.24
H 2.40 -0.75 -2.31 0.50
H 1.58 -0.03 1.77 0.58
H 2.63 -1.63 0.40 0.51
H -0.92 0.61 0.56 0.16
H 0.96 1.27 -1.89 0.21
```

Computed properties:
Kohn-Sham gap in eV: 8.9684
ΔE to the lowest compared entry with this formula, charge and spin in kcal/mol: 8.8

No. 2
Computed, not measured: a molecular structure, C13H24Cl2InN3P, with the ωB97M-V functional and the def2-TZVPD basis.

Structure (XYZ):
```
44
Properties=species:S:1:pos:R:3:mulliken_charge:R:1
In 0.61 -0.15 -1.34 0.14
Cl 0.57 -2.55 -1.30 -0.53
Cl 1.52 1.93 -0.39 -0.48
C 2.59 -0.16 -2.66 -1.07
H 3.28 0.44 -2.05 0.35
H 2.91 -1.19 -2.89 0.28
C -1.36 0.59 -1.83 -0.35
C 1.64 0.45 -3.48 0.04
H -2.07 0.80 -1.02 0.10
C 0.98 -0.35 -4.56 -0.58
H 1.49 1.54 -3.52 0.41
C -0.34 0.20 -5.12 -0.81
H 1.70 -0.47 -5.39 0.39
H 0.82 -1.38 -4.19 0.29
C -1.56 0.00 -4.22 -0.50
H -0.20 1.26 -5.37 0.36
H -0.53 -0.32 -6.06 0.37
C -1.70 1.13 -3.14 -0.70
H -2.47 0.02 -4.85 0.47
H -1.50 -0.99 -3.74 0.19
H -0.98 1.94 -3.37 0.21
H -2.73 1.54 -3.14 0.34
C 0.98 -0.70 4.55 -0.81
N 1.10 0.57 3.79 0.02
C -0.13 1.37 3.95 -0.92
N -1.36 0.64 3.57 0.07
C -1.43 -0.62 4.34 -0.80
N -0.22 -1.46 4.14 0.06
C -0.13 -1.94 2.75 -1.01
P 0.02 -0.58 1.49 0.72
C 1.40 0.32 2.39 -0.74
C -1.43 0.42 2.13 -0.76
H 0.91 -0.43 5.62 0.28
H 1.87 -1.32 4.36 0.38
H -0.05 2.27 3.33 0.41
H -0.22 1.64 5.02 0.27
H -2.31 -1.20 4.03 0.38
H -1.51 -0.35 5.41 0.27
H 0.77 -2.58 2.64 0.41
H -1.03 -2.52 2.51 0.41
H 1.58 1.28 1.88 0.42
H 2.30 -0.30 2.29 0.34
H -2.34 -0.14 1.87 0.38
H -1.44 1.37 1.59 0.32
```

Computed properties:
Charge: -1
Kohn-Sham gap (spin up / spin down) in eV: 4.1348 / 3.5528
ΔE to the lowest compared entry with this formula, charge and spin in kcal/mol: 1.8

No. 3
Computed, not measured: a molecular structure, C13H24Cl2O3Tc, with the ωB97M-V functional and the def2-TZVPD basis.

Structure (XYZ):
```
43
Properties=species:S:1:pos:R:3:mulliken_charge:R:1
C 0.00 -1.62 -1.93 0.69
C 0.80 -0.48 -2.15 0.39
C 0.00 0.68 -2.32 0.81
C 2.31 -0.52 -2.36 -1.49
C -1.36 0.25 -2.15 0.82
C -1.36 -1.16 -1.92 0.51
C -2.55 -2.00 -1.82 -1.42
C 0.43 -2.99 -1.82 -1.70
C 0.47 2.01 -2.63 -1.51
C -2.57 1.09 -2.29 -1.91
Tc 1.04 0.36 1.28 1.26
Cl 2.31 1.68 0.60 -0.62
Cl 2.45 -1.69 0.94 -0.60
O -0.86 0.89 0.76 -0.80
H 2.77 -1.27 -1.73 0.28
H 2.75 0.45 -2.14 0.30
H 2.52 -0.76 -3.42 0.33
H 1.32 2.33 -2.00 0.24
H -0.34 2.76 -2.53 0.36
H 0.81 2.05 -3.69 0.27
H -2.34 2.13 -2.01 0.45
H -3.36 0.71 -1.66 0.44
H -2.91 1.08 -3.33 0.23
H -3.42 -1.40 -1.54 0.32
H -2.40 -2.76 -1.04 0.43
H -2.80 -2.50 -2.78 0.22
H 1.38 -3.08 -1.27 0.29
H 0.60 -3.45 -2.82 0.25
H -0.28 -3.61 -1.29 0.39
H -0.98 1.89 0.70 0.18
O -1.93 -2.95 0.90 -1.07
H -2.21 -1.71 1.51 0.10
C 2.17 1.26 4.31 -1.46
C 0.79 0.69 4.28 0.77
C -0.34 1.66 4.53 -1.22
O 0.58 0.04 3.00 -0.58
H 2.26 2.11 3.61 0.24
H 2.95 0.55 4.07 0.32
H 2.40 1.70 5.30 0.40
H 0.75 -0.14 4.98 0.16
H -0.35 2.43 3.78 0.24
H -1.31 1.13 4.56 0.30
H -0.20 2.15 5.52 0.40
```

Computed properties:
<S²>: 3.780
Charge: -2
Kohn-Sham gap (spin up / spin down) in eV: 5.1711 / 5.0940
2S+1: 4

No. 4
Computed, not measured: 2 unconnected molecules or ions with the total composition C13H24F3I2N2O4, with the ωB97M-V functional and the def2-TZVPD basis.

Structure (XYZ):
```
48
Properties=species:S:1:pos:R:3:mulliken_charge:R:1
C -3.69 -1.43 2.69 -1.09
C -4.57 -1.37 1.35 -0.20
I -6.56 -2.22 1.81 0.00
C -3.97 -2.22 0.11 -0.86
I -2.57 -3.79 0.71 -0.08
C -3.41 -1.27 -1.08 -0.03
N -2.71 -0.05 -0.57 -0.03
C -1.27 -0.01 -1.02 -0.62
C -0.40 0.97 -0.08 0.00
O -0.64 2.35 -0.48 -0.31
C -1.04 3.17 0.64 -0.50
C -1.95 4.36 -0.01 0.77
F -1.05 5.11 -0.84 -0.26
F -2.87 3.70 -0.88 -0.22
F -2.58 5.17 0.96 -0.24
C -4.70 -0.93 -2.00 0.16
O -4.78 -1.28 -3.23 -0.72
O -5.76 -0.27 -1.36 -0.69
H -4.10 -0.66 3.44 0.36
H -3.77 -2.46 3.19 0.37
H -2.60 -1.16 2.46 0.22
H -4.74 -0.29 0.99 0.41
H -4.87 -2.77 -0.35 0.60
H -2.69 -1.92 -1.68 0.45
H -3.23 0.75 -0.99 0.23
H -0.86 -1.07 -0.92 0.42
H -1.25 0.35 -2.11 0.23
H -0.67 0.73 1.00 0.24
H 0.73 0.77 -0.26 -0.15
H -1.59 2.61 1.46 0.32
H -0.16 3.72 1.14 0.26
C 4.35 -1.46 0.94 -1.42
C 4.14 -1.23 -0.55 0.16
C 5.42 -0.83 -1.30 -0.66
O 5.82 0.53 -1.11 -0.37
C 6.54 0.76 0.09 -0.64
N 3.07 -0.24 -0.73 -0.51
H 4.45 -0.52 1.50 0.30
H 3.50 -2.00 1.37 0.34
H 5.25 -2.06 1.12 0.35
H 3.79 -2.18 -0.98 0.36
H 5.23 -0.92 -2.38 0.34
H 6.25 -1.51 -1.08 0.41
H 7.18 -0.08 0.36 0.29
H 5.85 0.99 0.91 0.22
H 7.17 1.64 -0.06 0.26
H 2.86 -0.16 -1.73 0.26
H 3.47 0.68 -0.50 0.28
```

Computed properties:
Charge: -1
Kohn-Sham gap in eV: 6.7295

No. 5
Computed, not measured: a molecular structure, C13H24F6IO3P2Sm, with the ωB97M-V functional and the def2-TZVPD basis.

Structure (XYZ):
```
50
Properties=species:S:1:pos:R:3:mulliken_charge:R:1
C -1.33 0.85 -7.06 -0.84
C -0.41 0.39 -5.94 0.44
H -0.83 0.66 -8.03 0.32
H -1.53 1.92 -6.98 0.31
H -2.27 0.28 -7.04 0.31
O 0.68 -0.09 -6.03 -0.35
I -1.18 0.65 -3.82 -0.09
Sm -1.05 0.44 0.23 1.02
P -1.09 -2.36 -0.33 0.78
C -0.29 -3.86 0.30 -1.23
C -2.64 -2.43 0.65 -1.35
H -3.07 -3.40 0.40 0.45
H -2.27 -3.86 -1.79 0.44
H -3.37 -1.65 0.39 0.53
H -2.28 -2.18 -2.45 0.29
H -0.05 -3.73 1.36 0.34
H -2.44 -2.39 1.73 0.30
C -1.68 -2.95 -1.95 -1.19
H -0.96 -4.72 0.18 0.44
H -0.81 -3.16 -2.59 0.37
H 0.65 -4.05 -0.23 0.40
P 1.03 2.37 -0.17 0.78
C 2.70 2.72 0.48 -1.21
C 1.11 3.30 -1.75 -1.19
H -0.99 3.64 0.57 0.49
H 0.55 4.51 0.74 0.45
H 0.09 3.27 1.94 0.28
C 0.06 3.54 0.88 -1.31
H 0.14 3.25 -2.26 0.29
H 1.40 4.33 -1.53 0.44
H 2.88 3.80 0.46 0.44
H 3.46 2.21 -0.13 0.40
H 1.85 2.81 -2.40 0.37
H 2.78 2.34 1.50 0.32
C 1.20 -0.58 0.06 0.40
O 2.25 -1.05 0.20 -0.22
C -0.50 1.48 4.44 -1.86
C -0.49 0.21 3.64 1.24
O -0.81 0.39 2.29 -0.60
C 0.92 -0.44 3.75 0.40
F 1.22 -0.63 5.06 -0.25
F 1.05 -1.63 3.10 -0.17
F 1.87 0.39 3.23 -0.21
C -1.56 -0.75 4.25 0.49
F -1.48 -0.87 5.60 -0.23
F -2.82 -0.28 3.96 -0.26
F -1.45 -2.00 3.71 -0.24
H 0.29 2.15 4.08 0.39
H -0.35 1.27 5.51 0.45
H -1.45 1.99 4.29 0.43
```

Computed properties:
<S²>: 8.769
Charge: +2
Kohn-Sham gap (spin up / spin down) in eV: 7.0973 / 8.2566
2S+1: 6